Density functional theory data (wB97M-V/def2-TZVPD) for a 2-piece molecular cluster, C11H18OSi overall in a non-equilibrium geometry.

Computed properties:
- orbital gap (Ha) = 0.3220
- energy relative to the best compared isomer or geometry (same formula, charge and spin) (eV) = 5.018
- highest occupied orbital energy (Ha) = -0.29558

```
31
Properties=species:S:1:pos:R:3:forces:R:3:nbo_charge:R:1
C -4.359 0.608 0.105 2.016 -1.856 -0.215 -0.21
C -3.459 1.257 0.912 -1.690 1.906 0.401 -0.25
C -3.905 -0.500 -0.606 -0.814 0.743 -0.541 -0.28
C -2.146 0.902 0.928 0.951 3.329 3.684 -0.26
C -2.536 -0.790 -0.571 -3.186 -2.172 -1.294 0.22
C -1.737 -0.166 0.302 6.033 -2.939 -1.387 -0.22
C 1.321 1.845 -0.178 4.049 0.354 -1.055 -0.60
C 1.210 0.293 -1.988 0.917 0.729 -1.633 -0.62
C 1.185 -2.627 0.306 0.097 -0.170 0.117 -1.19
C 1.383 0.168 2.364 -2.075 -0.578 -1.475 -1.10
C 1.737 0.449 -0.641 1.597 -0.213 2.453 -0.67
O -2.169 -1.839 -1.367 0.781 -0.948 -0.305 -0.69
Si 1.005 -0.797 0.641 -1.608 2.730 0.741 1.61
H -5.350 0.863 0.035 -2.225 0.732 0.093 0.20
H -3.855 2.078 1.507 0.382 0.057 -0.045 0.21
H -4.653 -1.063 -1.235 1.106 0.485 0.544 0.20
H -1.402 1.462 1.586 -1.223 -0.576 -0.735 0.20
H 1.575 2.096 0.818 0.720 0.235 0.895 0.21
H 1.866 2.540 -0.873 -0.554 -0.219 0.706 0.20
H 0.338 2.043 -0.248 -3.611 0.318 -0.598 0.21
H 1.156 -0.710 -2.284 0.306 -1.457 -1.056 0.20
H 1.597 0.991 -2.773 0.138 -0.758 0.600 0.21
H 0.235 0.579 -1.836 -2.749 0.567 -0.315 0.22
H 2.233 -2.953 0.439 -0.160 0.422 -0.652 0.25
H 0.671 -3.368 0.966 -0.296 0.945 -0.789 0.27
H 0.836 -2.605 -0.772 0.433 -0.785 1.165 0.27
H 1.001 -0.461 3.135 -0.096 -0.467 0.890 0.23
H 2.329 0.559 2.633 1.414 -0.223 -0.167 0.24
H 0.760 1.084 2.399 -0.123 -0.646 -0.276 0.24
H 2.875 0.405 -0.563 -1.203 -0.191 -0.086 0.22
H -2.962 -2.316 -1.689 0.676 0.647 0.333 0.48
```
Forces are in eV/Å.

=====

Density functional theory data (wB97M-V/def2-TZVPD) for one molecule with the formula C11H18OSi in a non-equilibrium geometry.

Computed properties:
- orbital gap (alpha / beta) (Ha) = 0.2470 / 0.3016
- energy relative to the best compared isomer or geometry (same formula, charge and spin) (eV) = 6.805
- highest occupied orbital energy (alpha / beta) (Ha) = -0.26702 / -0.29307

```
31
Properties=species:S:1:pos:R:3:forces:R:3:nbo_charge:R:1
C 1.275 1.471 0.942 -0.235 -0.476 -2.275 0.02
C 1.557 0.462 1.722 0.123 -1.223 1.103 -0.46
C 2.581 1.453 -1.290 0.905 -2.170 0.044 -0.16
C 1.250 1.200 -0.860 -2.931 -0.591 0.135 -0.38
C 3.182 0.290 -1.508 0.530 -0.098 -1.104 -0.19
C 2.211 -0.880 -1.440 0.394 0.287 -2.571 -0.54
C 0.940 -0.178 -1.326 -1.461 2.998 3.003 0.52
C 1.681 0.749 3.181 0.601 1.895 2.389 -0.63
C -2.940 -1.018 -1.915 -0.687 -0.948 2.353 -1.11
C -2.125 1.160 0.270 1.840 -0.071 0.907 -1.15
C -1.872 -1.846 0.806 1.451 -0.916 -2.196 -1.11
O -0.323 -0.635 -1.266 3.537 -0.393 -1.294 -0.83
Si -1.758 -0.448 -0.556 -1.898 -3.119 2.299 1.88
H 3.035 2.372 -1.388 0.786 1.923 -0.082 0.22
H 0.480 1.866 -1.190 -0.376 0.705 0.148 0.22
H 4.138 0.255 -2.014 0.211 -0.468 0.444 0.21
H 1.683 -0.596 1.507 0.027 -0.017 -0.671 0.20
H 2.249 -1.453 -2.386 0.063 0.048 0.265 0.25
H 2.374 -1.571 -0.675 0.333 -1.222 1.546 0.25
H 1.407 1.838 3.262 0.761 -0.619 0.139 0.22
H 2.782 0.624 3.670 -2.713 0.000 -1.204 0.21
H 0.853 0.352 3.851 1.252 -0.424 -0.856 0.22
H -2.541 -1.713 -2.649 -0.054 -0.087 0.216 0.25
H -3.946 -1.316 -1.469 1.411 -0.121 -0.519 0.24
H -3.162 -0.118 -2.342 -0.750 2.465 -2.059 0.22
H -1.791 1.878 -0.429 0.914 1.323 -0.646 0.24
H -3.139 1.313 0.175 -2.699 0.088 0.292 0.24
H -1.774 1.450 1.312 -0.248 -0.781 -1.476 0.28
H -1.091 -2.686 0.717 -1.418 0.854 -0.538 0.23
H -1.547 -1.455 1.696 0.630 1.440 2.497 0.22
H -2.862 -2.233 0.999 -0.298 -0.283 -0.290 0.23
```
Forces are in eV/Å.

=====

Density functional theory data (wB97M-V/def2-TZVPD) for a 2-piece molecular cluster, C11H18P overall in a non-equilibrium geometry.

Computed properties:
- total charge = +1
- orbital gap (Ha) = 0.2287
- energy relative to the best compared isomer or geometry (same formula, charge and spin) (eV) = 0.000
- highest occupied orbital energy (Ha) = -0.43955

```
30
Properties=species:S:1:pos:R:3:forces:R:3:nbo_charge:R:1
C -2.818 0.878 -0.776 -0.741 -2.486 1.315 -0.22
C -3.691 -0.204 -1.037 -0.250 1.042 -2.056 -0.19
C -2.117 0.841 0.421 2.801 1.536 0.425 -0.22
C -3.776 -1.262 -0.180 0.681 -0.282 0.861 -0.23
C -2.187 -0.172 1.367 -0.437 -0.929 -0.317 -0.24
C -3.037 -1.255 0.991 1.021 0.706 1.808 -0.20
C 2.879 0.433 0.072 1.387 -0.565 -2.286 -0.74
C 2.295 2.835 0.648 -1.663 0.495 -3.399 -0.69
C 0.773 -0.747 -1.420 0.483 -1.897 -0.680 -1.00
C 1.792 -2.228 0.759 -2.387 0.521 -0.086 -0.93
C 2.595 1.752 -0.338 -0.020 -0.664 2.014 0.24
P 1.101 -0.501 0.361 0.363 -0.921 -0.182 0.97
H -2.594 1.578 -1.509 0.072 1.359 -1.075 0.22
H -4.269 -0.294 -2.003 0.791 0.458 1.117 0.23
H -1.220 1.547 0.607 -1.854 -0.549 -0.469 0.19
H -4.311 -2.154 -0.438 -0.457 -0.142 -0.055 0.23
H -1.501 -0.113 2.292 -1.510 -0.426 -1.543 0.23
H 3.224 0.299 1.130 -0.032 0.108 -1.087 0.29
H 3.308 -0.278 -0.833 -0.752 1.850 2.767 0.30
H -3.101 -2.078 1.686 -0.112 -0.303 -0.045 0.22
H 2.430 2.419 1.560 0.037 -0.859 3.188 0.23
H 1.197 3.237 0.486 2.199 -0.604 0.252 0.29
H 3.035 3.625 0.504 -0.275 0.312 -0.148 0.29
H 0.383 0.075 -1.960 -0.357 1.257 -0.175 0.25
H 0.030 -1.554 -1.638 0.543 0.385 0.611 0.28
H 1.728 -1.053 -1.924 -0.840 0.121 0.354 0.23
H 2.141 -2.846 -0.106 -0.097 0.744 0.777 0.25
H 0.660 -2.567 0.992 2.557 -0.036 0.046 0.26
H 2.475 -2.227 1.651 -1.003 -0.217 -0.834 0.26
H 2.575 2.014 -1.363 -0.149 -0.013 -1.099 0.22
```
Forces are in eV/Å.

=====

Density functional theory data (wB97M-V/def2-TZVPD) for a 2-piece molecular cluster, C11H18Si overall in a non-equilibrium geometry.

Computed properties:
- orbital gap (alpha / beta) (Ha) = 0.2581 / 0.2582
- energy relative to the best compared isomer or geometry (same formula, charge and spin) (eV) = 8.069
- highest occupied orbital energy (alpha / beta) (Ha) = -0.26165 / -0.26174
- SMILES = C[C@@H]1[C@]2(C)C=CC=[SiH][C@]12C.C=C

```
30
Properties=species:S:1:pos:R:3:forces:R:3:nbo_charge:R:1
C -1.081 0.811 0.396 0.496 -2.903 1.093 -0.61
C -1.161 -0.688 -0.022 1.419 1.668 -1.707 -0.27
C -0.127 -1.709 0.324 -0.453 -1.358 -0.290 -0.07
C -0.671 -3.152 0.486 -2.144 2.761 -1.664 -0.60
C 0.965 -1.361 1.356 0.529 1.020 -4.342 -0.26
C 2.161 -0.717 1.317 -0.897 -0.370 0.238 -0.21
C 2.811 0.047 0.264 -4.041 -1.696 -2.757 -0.82
Si 1.615 -0.039 -1.195 -0.179 -1.470 2.895 1.09
C -0.340 -1.237 -1.151 4.659 4.418 0.728 -0.16
C -0.846 -1.692 -2.514 1.225 -0.259 0.705 -0.65
H -1.747 1.507 -0.062 0.096 0.408 -1.231 0.22
H 0.009 1.035 0.487 -1.007 0.465 -0.108 0.23
H -1.514 0.732 1.372 0.191 0.535 1.250 0.22
H -2.073 -1.158 -0.177 -2.250 -0.308 0.365 0.21
H -1.469 -3.463 -0.250 1.009 0.637 0.162 0.20
H -1.220 -3.126 1.360 -0.639 -0.737 2.439 0.21
H 0.116 -3.787 0.414 2.136 -2.236 0.254 0.21
H 0.796 -1.683 2.290 -1.309 -1.690 3.095 0.20
H 2.552 -0.858 2.311 1.065 0.650 0.157 0.20
H 3.860 -0.028 0.133 0.932 0.650 0.027 0.23
H 2.011 0.583 -2.391 0.381 0.643 -1.507 -0.22
H -1.884 -1.408 -2.558 -0.339 0.140 -0.453 0.22
H -0.774 -2.762 -2.474 -0.201 -0.841 -0.563 0.22
H -0.254 -1.336 -3.410 -0.704 -0.194 1.205 0.23
C 0.906 3.899 0.330 -2.019 -2.044 -1.560 -0.38
C -0.291 4.277 0.734 -0.998 1.455 1.752 -0.39
H 0.961 3.082 -0.412 0.216 0.761 0.087 0.19
H 1.796 4.190 0.759 1.690 0.710 0.975 0.20
H -0.335 4.973 1.663 -0.254 -1.059 -1.871 0.19
H -1.273 3.965 0.272 1.390 0.247 0.625 0.20
```
Forces are in eV/Å.

=====

Density functional theory data (wB97M-V/def2-TZVPD) for C11H19AgF6O5 as an isolated structure in a non-equilibrium geometry.

Computed properties:
- total charge = -2
- orbital gap (Ha) = 0.2218
- energy relative to the best compared isomer or geometry (same formula, charge and spin) (eV) = 0.000
- highest occupied orbital energy (Ha) = -0.02942

```
42
Properties=species:S:1:pos:R:3:forces:R:3:nbo_charge:R:1
Ag 0.963 0.015 -0.869 -0.405 -0.262 -0.201 0.88
C -1.498 0.218 1.615 1.180 3.264 -3.132 0.29
O -2.836 0.686 1.340 -1.063 -1.866 0.264 -0.55
O -0.738 0.965 0.669 -0.315 -1.581 3.187 -0.94
C -1.447 0.455 3.178 1.263 1.114 -1.102 0.92
F -1.882 -0.650 3.853 0.610 0.258 -0.011 -0.36
F -0.167 0.784 3.511 -0.391 -0.880 0.657 -0.34
F -2.183 1.476 3.669 -0.085 -0.175 -0.158 -0.34
C -3.780 -0.344 1.159 -1.414 0.765 0.108 -0.06
C -5.148 0.337 0.917 0.726 -0.176 -1.327 -0.63
H -6.006 -0.332 0.978 0.003 -0.085 0.631 0.18
H -5.253 1.272 1.467 -0.111 -0.246 0.186 0.21
H -5.117 0.558 -0.150 -0.174 0.644 -0.084 0.20
H -3.925 -1.009 2.010 0.584 -0.180 0.367 0.14
H -3.576 -0.932 0.264 0.399 -0.266 0.017 0.17
H -1.253 -0.832 1.457 -0.798 -0.547 0.166 0.14
C 3.736 0.543 0.435 -3.207 -2.921 -0.591 0.29
O 3.055 1.598 -0.306 1.377 1.202 2.587 -0.56
O 3.093 -0.592 -0.059 2.464 0.742 0.634 -0.94
C 5.302 0.654 0.361 -1.162 -0.917 -1.687 0.92
F 5.603 0.648 -0.943 0.822 0.003 -0.598 -0.34
F 5.822 1.754 0.883 -0.058 1.633 0.512 -0.35
F 6.044 -0.316 0.945 -0.665 -0.638 0.037 -0.35
C 2.529 2.620 0.583 -0.294 -0.202 -1.695 -0.09
C 1.817 3.527 -0.351 -0.682 1.878 -0.535 -0.61
H 1.543 4.402 0.239 -0.102 0.442 -0.071 0.18
H 2.428 3.864 -1.188 0.400 0.030 0.124 0.19
H 0.882 3.222 -0.821 0.025 -0.831 0.422 0.23
H 3.293 3.202 1.100 0.459 -0.232 0.017 0.15
H 1.770 2.324 1.308 0.215 -1.018 0.133 0.21
H 3.493 0.562 1.497 0.021 0.872 0.598 0.11
C -1.040 -2.666 -1.387 -0.596 -0.744 -0.762 -0.63
C -0.220 -2.322 -2.664 0.143 2.962 1.173 0.08
C -0.431 -3.258 -3.834 -0.789 -0.753 -0.293 -0.62
O -0.287 -0.930 -2.940 0.018 -1.226 0.128 -1.00
H -0.795 -3.703 -1.162 0.238 -0.150 0.790 0.17
H -2.129 -2.675 -1.445 -0.396 0.141 -0.843 0.17
H -0.906 -1.958 -0.569 0.825 -0.125 -0.011 0.21
H 0.793 -2.484 -2.295 0.668 -0.630 -0.076 0.11
H -0.400 -4.304 -3.529 0.382 -0.325 0.360 0.17
H 0.280 -3.164 -4.655 0.182 0.406 0.159 0.19
H -1.428 -3.217 -4.272 -0.299 0.618 -0.083 0.18
```
Forces are in eV/Å.

=====

Density functional theory data (wB97M-V/def2-TZVPD) for a 2-piece molecular cluster, C11H19BFO overall in a non-equilibrium geometry.

Computed properties:
- total charge = -1
- orbital gap (Ha) = 0.2690
- energy relative to the best compared isomer or geometry (same formula, charge and spin) (eV) = 1.088
- highest occupied orbital energy (Ha) = -0.16692

```
33
Properties=species:S:1:pos:R:3:forces:R:3:nbo_charge:R:1
C 5.128 -1.786 -2.055 0.211 0.792 0.689 -0.43
C 4.116 -1.309 -1.548 0.027 0.817 0.915 0.09
C 2.949 -0.529 -0.826 1.480 -0.602 -0.286 -0.68
B 1.628 -0.339 -1.832 0.231 0.113 -0.322 0.02
C 1.093 1.208 -1.884 -0.419 1.620 1.087 -0.31
C 1.157 2.124 -0.846 -0.015 -1.096 -1.219 -0.51
C 0.415 -1.413 -1.528 -1.358 -0.519 0.356 -0.60
C -0.808 -0.834 -0.678 -0.913 -0.453 -0.550 -0.45
C -1.993 -0.268 -1.591 0.993 0.688 0.215 0.05
F -3.192 -1.079 -1.492 1.160 0.773 -0.192 -0.42
H 6.212 -1.947 -2.283 -1.950 -0.044 0.125 0.23
H 2.702 -1.072 0.135 0.364 0.461 -0.879 0.21
H 3.375 0.492 -0.547 -0.272 -1.341 -0.322 0.22
H 2.043 -0.604 -2.939 0.093 0.042 -0.415 -0.05
H 0.580 1.572 -2.834 0.520 -0.351 1.117 0.17
H 1.665 1.775 0.101 -0.683 0.753 -0.932 0.17
H 0.728 3.170 -0.909 0.615 -1.292 0.208 0.17
H -0.028 -1.782 -2.515 0.472 0.301 1.182 0.19
H 0.763 -2.353 -0.978 -0.163 1.103 -0.740 0.19
H -0.535 0.008 0.017 -0.020 -1.102 -0.682 0.23
H -1.265 -1.695 -0.095 0.333 1.107 -0.396 0.19
H -2.263 0.800 -1.305 0.061 -1.456 -0.093 0.17
H -1.650 -0.216 -2.669 -0.656 -0.455 1.063 0.16
C -3.032 -0.374 2.703 -0.080 -0.079 -0.343 -0.72
C -2.122 0.818 2.548 0.107 0.127 -0.543 0.59
O -1.821 1.240 1.454 -0.224 0.101 0.464 -0.52
C -1.602 1.464 3.808 0.208 0.248 -0.108 -0.72
H -3.327 -0.733 1.716 0.082 0.055 0.064 0.25
H -2.507 -1.177 3.225 -0.117 0.046 0.143 0.23
H -3.930 -0.088 3.255 0.085 -0.103 0.167 0.22
H -1.014 0.743 4.380 -0.155 0.006 0.123 0.23
H -2.437 1.831 4.410 0.041 -0.162 0.125 0.22
H -0.962 2.307 3.545 -0.059 -0.099 -0.019 0.24
```
Forces are in eV/Å.